{"formula": "C10H21BBr2GaK2NO6S2", "method": "the ωB97M-V functional and the def2-TZVPD basis", "fmax_ev_per_a": 9.03, "homo_ev": -4.889, "homo_lumo_gap_ev": 1.7, "elements": ["C", "O", "B", "O", "Ga", "S", "C", "Br", "C", "C", "Br", "H", "H", "H", "H", "H", "H", "H", "H", "H", "H", "H", "N", "H", "H", "H", "H", "C", "C", "C", "C", "C", "C", "H", "H", "H", "H", "H", "H", "O", "S", "O", "O", "O", "K", "K"], "positions_angstrom": [[4.33345, 2.15673, -1.56604], [4.18496, 0.85478, -0.83210], [2.80822, 0.87829, -0.38935], [2.42694, 1.60168, 0.80691], [1.23715, -0.05845, -1.43167], [-0.10363, -1.29916, 0.04416], [0.19048, 1.46844, -2.34497], [0.69137, 1.45023, -4.24992], [-1.35432, 1.38862, -2.07267], [-1.66360, 2.02959, -0.67177], [-2.25048, 2.59370, -3.40318], [4.87209, 2.03552, -2.56452], [4.81578, 2.91767, -0.92819], [3.30404, 2.50156, -1.83045], [2.07330, 2.44722, 0.42304], [1.81803, -1.04153, -2.56333], [0.54084, -1.32331, 1.25508], [0.53221, 2.44498, -1.92783], [-1.73251, 0.35581, -2.15103], [-2.31229, 1.39019, -0.04442], [-0.69182, 2.20293, -0.16731], [-2.17923, 2.99975, -0.77967], [0.95488, -2.67450, 3.32777], [1.76779, -2.46372, 2.74084], [0.22742, -3.11747, 2.75055], [1.23048, -3.30823, 4.08232], [0.58734, -1.80602, 3.72583], [-3.48975, -4.25517, 0.27619], [-3.01448, -3.11728, 0.91759], [-3.64749, -2.65264, 2.06503], [-4.74888, -3.33002, 2.57589], [-5.22045, -4.46898, 1.93567], [-4.59384, -4.92946, 0.78372], [-2.99949, -4.61574, -0.61995], [-2.15055, -2.59069, 0.52482], [-3.28237, -1.76011, 2.56122], [-5.23972, -2.96941, 3.47189], [-6.07802, -4.99753, 2.33374], [-4.96588, -5.81423, 0.28190], [2.36496, 6.44182, -2.25725], [2.95742, 5.38941, -1.41857], [3.49351, 5.96463, -0.16145], [4.05185, 4.69645, -2.15336], [1.91872, 4.37562, -1.07449], [3.06135, 2.12870, 2.76942], [5.23421, -0.14268, -2.04720]]}